No. 1
116
Properties=species:S:1:pos:R:3 method="wB97M-V/def2-TZVPD" multiplicity=2 s2=0.829 homo_ev="-7.0 / -7.0" gap_ev="6.65 / 6.23" e_tot_ha=-4132.01525
V 0.5213 0.8386 -0.0203
C 1.5360 -4.0506 -5.0550
C 0.1439 -3.4083 -5.1397
C -0.1797 -3.1453 -6.6108
C -0.8984 -4.3925 -4.5904
C 0.1405 -2.1310 -4.3025
C 0.3043 -2.2169 -2.9429
C 0.2951 -1.0481 -2.1639
N 0.4089 -0.9584 -0.8262
C 0.9920 -1.9203 0.0135
C 0.7552 -3.2822 0.0145
C 1.4538 -4.0873 0.9128
C 2.3734 -3.4730 1.7530
C 2.6564 -2.1000 1.7661
C 1.9637 -1.3086 0.8449
O 2.1247 0.0034 0.6732
C 3.6654 -1.5921 2.8003
C 3.0865 -1.8538 4.2004
C 3.9875 -0.0979 2.7072
C 4.9876 -2.3583 2.6483
C 1.1754 -5.5889 0.9339
C -0.3143 -5.8374 1.2070
C 1.9799 -6.3172 2.0102
C 1.5432 -6.1840 -0.4329
C 0.3074 0.2509 -2.7763
O 0.5292 1.2564 -1.9635
C 0.0701 0.3440 -4.1690
C -0.0037 -0.8491 -4.8723
C -0.0715 1.6821 -4.8907
C -1.4145 2.3014 -4.4832
C -0.0825 1.5173 -6.4131
C 1.0892 2.6290 -4.5534
H 1.5580 -4.9853 -5.6188
H 1.8055 -4.2722 -4.0215
H 2.2975 -3.3848 -5.4642
H -0.1786 -4.0899 -7.1560
H 0.5601 -2.4947 -7.0799
H -1.1643 -2.6903 -6.7338
H -0.9400 -5.2846 -5.2184
H -1.8913 -3.9413 -4.5682
H -0.6531 -4.7156 -3.5785
H 0.4224 -3.1763 -2.4689
H -0.0194 -3.6978 -0.6123
H 2.9066 -4.0900 2.4618
H 2.1505 -1.3075 4.3353
H 3.7907 -1.5219 4.9664
H 2.8818 -2.9124 4.3639
H 3.1037 0.5176 2.8637
H 4.4017 0.1725 1.7379
H 4.7226 0.1387 3.4812
H 4.8691 -3.4295 2.8114
H 5.7142 -1.9921 3.3768
H 5.4044 -2.2133 1.6507
H -0.6187 -5.3888 2.1537
H -0.5129 -6.9103 1.2573
H -0.9468 -5.4238 0.4216
H 1.7535 -5.9382 3.0079
H 3.0545 -6.2261 1.8438
H 1.7323 -7.3796 1.9927
H 0.9574 -5.7261 -1.2320
H 1.3478 -7.2582 -0.4472
H 2.5989 -6.0217 -0.6563
H -0.1668 -0.7897 -5.9373
H -2.2398 1.6817 -4.8394
H -1.5230 3.2980 -4.9179
H -1.5054 2.3854 -3.4058
H -0.9410 0.9406 -6.7620
H 0.8294 1.0396 -6.7766
H -0.1460 2.5049 -6.8726
H 1.2260 2.7420 -3.4830
H 0.8948 3.6103 -4.9922
H 2.0227 2.2532 -4.9787
C 0.4282 4.9794 3.5871
N 0.8558 4.4665 2.2985
C 1.0494 5.4882 1.2812
C 0.7045 3.1547 1.9423
N 1.2002 2.6242 0.8801
N -0.0345 2.4132 2.8474
C -0.4360 1.0824 2.8036
N -1.0642 0.6486 3.9308
N -0.2547 0.3365 1.7840
H 0.8904 5.9544 3.7322
H 0.7791 4.3404 4.3974
H -0.6593 5.1088 3.6488
H 2.0071 5.9944 1.4122
H 0.2439 6.2229 1.3522
H 0.9999 5.0596 0.2851
H 1.7931 3.2592 0.3660
H -0.5653 2.9581 3.5067
H -1.1183 1.2826 4.7075
H -1.9363 0.1442 3.7583
H -0.6181 -0.5989 1.9221
N -4.5797 6.5727 5.0909
C -4.5259 5.3290 4.4746
C -5.3547 5.0291 3.3942
C -5.2598 3.8070 2.7507
C -4.3301 2.8626 3.1614
C -3.5304 3.1451 4.2598
C -3.6118 4.3638 4.9059
S -4.2033 1.2958 2.3188
O -3.9959 0.3068 3.3611
O -5.3864 1.1958 1.5003
N -2.8565 1.2853 1.4834
C -2.5487 2.1398 0.5087
S -3.5588 3.4802 0.0010
C -2.2889 4.0679 -1.0029
C -1.2453 3.2201 -0.9539
N -1.3766 2.1151 -0.1429
H -5.4402 7.0792 4.9603
H -4.2614 6.5997 6.0456
H -6.0815 5.7590 3.0596
H -5.9153 3.5690 1.9255
H -2.8720 2.3777 4.6379
H -2.9916 4.5646 5.7721
H -2.3952 4.9503 -1.6093
H -0.3399 3.3208 -1.5306


No. 2
122
Properties=species:S:1:pos:R:3 method="wB97M-V/def2-TZVPD" multiplicity=1 homo_ev=-7.4 gap_ev=6.74 e_tot_ha=-6939.67892
Tl -0.2138 0.1397 0.9033
O 1.3481 1.3596 -0.5429
S 0.6451 2.6476 -0.6260
O 1.5182 3.7766 -0.6824
O -0.1830 2.5937 -1.9706
O -0.3632 2.7094 0.4475
Cl -4.4116 -3.2762 -4.0835
C -3.6866 -2.7439 -2.5926
C -4.1836 -3.1977 -1.3975
C -3.6212 -2.7702 -0.1974
I -4.3234 -3.5355 1.6254
C -2.5700 -1.8477 -0.1158
O -2.0714 -1.4438 0.9860
C -2.0498 -1.4099 -1.3875
N -0.9734 -0.6001 -1.3519
C -0.3594 -0.2510 -2.4559
C -0.8396 -0.6332 -3.7184
C -1.9512 -1.4197 -3.7994
C -2.5881 -1.8629 -2.6186
H -5.0121 -3.8925 -1.3858
H 0.5324 0.3441 -2.3510
H -0.3267 -0.2948 -4.6083
H -2.3455 -1.7296 -4.7577
C 1.6956 -2.4752 4.7309
Si 1.5828 -1.8871 2.9313
C 3.3338 -1.8987 2.2338
C 0.5376 -3.0740 1.9126
C 0.8494 -0.1235 3.0083
Si 2.0830 1.3374 3.2121
C 1.1620 2.9555 3.4970
C 3.3780 1.5564 1.8649
C 3.0231 0.9031 4.8063
Si -0.6925 -0.0075 4.0908
C -1.8421 -1.4975 4.0055
C -0.2824 0.3518 5.9048
C -1.8131 1.3947 3.4792
C -2.4592 2.2640 4.3548
C -3.4507 3.1072 3.8814
C -3.8052 3.0226 2.5442
C -3.1092 2.1400 1.7331
N -2.1197 1.3712 2.1744
H 2.1488 -3.4680 4.7742
H 0.7169 -2.5357 5.2088
H 2.3179 -1.8000 5.3218
H 3.7611 -2.9017 2.3121
H 4.0028 -1.2091 2.7517
H 3.2991 -1.6224 1.1784
H 0.8798 -4.1052 2.0297
H 0.6461 -2.7994 0.8602
H -0.5241 -3.0363 2.1575
H 0.5816 3.2100 2.6107
H 1.8713 3.7692 3.6647
H 0.4819 2.9196 4.3495
H 3.4968 0.6606 1.2538
H 4.3467 1.8136 2.2969
H 3.0832 2.3582 1.1907
H 2.3571 0.7150 5.6484
H 3.6754 1.7362 5.0801
H 3.6528 0.0199 4.6783
H -1.3930 -2.4198 4.3770
H -2.1477 -1.6561 2.9686
H -2.7441 -1.3016 4.5896
H 0.4163 -0.3825 6.3067
H -1.1953 0.2970 6.5019
H 0.1581 1.3407 6.0440
H -2.1834 2.2683 5.4013
H -3.9502 3.7998 4.5467
H -4.6061 3.6219 2.1333
H -3.3786 2.0435 0.6890
C 4.4646 -2.0171 -3.6380
N 3.4291 -1.4681 -2.7783
C 3.4248 -0.0144 -2.7576
P 2.5921 -2.3697 -1.6636
O 1.8529 -1.6408 -0.6089
N 3.7976 -3.4135 -1.1003
C 3.3884 -4.5586 -0.2972
C 5.0886 -2.8684 -0.7026
N 1.5296 -3.3283 -2.5296
C 1.8414 -3.8941 -3.8267
C 0.4756 -4.0582 -1.8379
H 5.4382 -1.5744 -3.3999
H 4.2512 -1.7889 -4.6874
H 4.5374 -3.0947 -3.5128
H 4.4312 0.3652 -2.5478
H 2.7566 0.3557 -1.9917
H 3.1113 0.3809 -3.7301
H 3.6604 -4.4180 0.7537
H 3.8727 -5.4720 -0.6558
H 2.3102 -4.6962 -0.3423
H 5.2512 -1.8994 -1.1695
H 5.8896 -3.5461 -1.0135
H 5.1522 -2.7336 0.3822
H 2.4238 -3.1935 -4.4176
H 0.9034 -4.0805 -4.3552
H 2.3870 -4.8439 -3.7519
H 0.2596 -3.5866 -0.8802
H 0.7456 -5.1087 -1.6694
H -0.4339 -4.0428 -2.4411
Ge -1.9712 2.7783 -1.6545
C -2.8936 2.0811 -3.2539
C -3.9350 1.1928 -2.9867
C -4.6584 0.6023 -4.0117
C -4.3473 0.9006 -5.3302
C -3.3225 1.7941 -5.6132
C -2.6027 2.3807 -4.5832
C -2.1312 4.6972 -1.3171
C -1.7902 5.5476 -2.3666
C -1.7669 6.9203 -2.1796
C -2.0938 7.4521 -0.9402
C -2.4218 6.6095 0.1116
C -2.4361 5.2348 -0.0717
H -2.4151 1.7514 -0.6275
H -4.1811 0.9544 -1.9558
H -5.4555 -0.0946 -3.7847
H -4.8996 0.4346 -6.1364
H -3.0896 2.0333 -6.6436
H -1.7989 3.0717 -4.8126
H -1.5342 5.1264 -3.3328
H -1.4851 7.5756 -2.9939
H -2.0864 8.5243 -0.7921
H -2.6588 7.0271 1.0823
H -2.6699 4.5746 0.7550


No. 3
113
Properties=species:S:1:pos:R:3 method="wB97M-V/def2-TZVPD" multiplicity=2 s2=0.784 homo_ev="-9.0 / -9.5" gap_ev="5.75 / 5.98" total_charge=+1 e_tot_ha=-3838.90848 relative_energy_kcal_mol=0.00
Sc -0.7803 -1.5096 -0.4189
C 1.1744 3.8800 4.6409
C 0.5166 4.1132 3.2735
C 1.5421 4.7774 2.3538
C -0.6747 5.0675 3.4329
C 0.0214 2.7826 2.7144
C 0.4592 2.2762 1.5224
C -0.0365 1.0379 1.0410
N 0.2753 0.3960 -0.0940
C 1.2008 0.7394 -1.0624
C 1.6648 2.0180 -1.3745
C 2.6887 2.1872 -2.2915
C 3.2706 1.0420 -2.8377
C 2.8163 -0.2525 -2.5935
C 1.6815 -0.3920 -1.7744
O 1.0388 -1.5554 -1.5855
C 3.5811 -1.4728 -3.1117
C 2.7270 -2.3490 -4.0350
C 4.0314 -2.3108 -1.9019
C 4.8374 -1.0738 -3.8900
C 3.1542 3.6011 -2.6394
C 4.3212 3.6040 -3.6270
C 3.6078 4.3241 -1.3623
C 1.9859 4.3722 -3.2701
C -0.9380 0.2754 1.8724
O -1.2889 -0.9078 1.4334
C -1.3996 0.7996 3.1062
C -0.9197 2.0383 3.4718
C -2.3410 -0.0090 3.9968
C -1.6456 -1.3145 4.4142
C -3.6439 -0.3277 3.2486
C -2.7156 0.7515 5.2698
H 1.5639 4.8204 5.0344
H 2.0039 3.1759 4.5576
H 0.4674 3.4843 5.3709
H 1.8740 5.7175 2.7955
H 1.1143 5.0065 1.3752
H 2.4253 4.1522 2.2090
H -0.3385 6.0188 3.8488
H -1.4342 4.6637 4.1031
H -1.1451 5.2646 2.4679
H 1.2145 2.7972 0.9615
H 1.1998 2.8848 -0.9306
H 4.1164 1.1714 -3.4936
H 1.9273 -2.8348 -3.4800
H 3.3494 -3.1314 -4.4766
H 2.2901 -1.7695 -4.8502
H 3.1718 -2.6434 -1.3194
H 4.6852 -1.7297 -1.2493
H 4.5864 -3.1884 -2.2445
H 4.5961 -0.5039 -4.7890
H 5.3637 -1.9761 -4.2046
H 5.5247 -0.4852 -3.2809
H 5.1971 3.0939 -3.2221
H 4.6107 4.6329 -3.8440
H 4.0519 3.1306 -4.5731
H 4.4245 3.7841 -0.8801
H 2.7948 4.4191 -0.6404
H 3.9563 5.3306 -1.6011
H 1.6413 3.8787 -4.1807
H 2.2972 5.3864 -3.5279
H 1.1389 4.4481 -2.5862
H -1.2509 2.4652 4.4069
H -1.3602 -1.9071 3.5460
H -2.3161 -1.9072 5.0410
H -0.7465 -1.1009 4.9949
H -3.4417 -0.8735 2.3295
H -4.1819 0.5904 3.0008
H -4.2958 -0.9331 3.8832
H -1.8432 0.9615 5.8909
H -3.3999 0.1419 5.8618
H -3.2205 1.6939 5.0490
O -2.6659 -2.6045 -0.6223
S -2.9525 -4.0688 -0.3076
C -4.7249 -4.2300 -0.7104
C -5.4778 -4.4573 0.5992
C -4.7069 -3.6957 1.6721
C -3.2517 -4.0990 1.4779
H -4.8593 -5.0137 -1.4528
H -4.9583 -3.2671 -1.1665
H -5.4966 -5.5223 0.8405
H -6.5113 -4.1256 0.5067
H -5.0477 -3.9348 2.6790
H -4.8138 -2.6183 1.5325
H -3.0616 -5.1198 1.8165
H -2.5110 -3.4319 1.9206
I -0.7876 -2.0141 -3.4412
I -3.2440 -2.3864 -4.4109
O 0.0154 -3.3671 0.2234
N 0.9614 -4.1734 -0.2134
C 2.0055 -4.4140 0.6035
C 3.0307 -5.2353 0.1986
C 2.9849 -5.8152 -1.0621
C 1.8978 -5.5568 -1.8771
C 0.8898 -4.7283 -1.4304
H 1.9452 -3.9012 1.5512
H 3.8579 -5.4064 0.8714
H 3.7857 -6.4570 -1.4004
H 1.8160 -5.9837 -2.8660
H 0.0070 -4.4737 -1.9952
C -3.0287 2.1307 -1.9128
C -4.1816 1.3791 -1.2534
C -3.4371 0.3637 -0.4126
O -2.2469 0.0229 -1.1777
C -2.0766 1.0007 -2.2455
H -2.5656 2.8241 -1.2074
H -3.3272 2.6894 -2.7976
H -4.7951 0.8808 -2.0066
H -4.8234 2.0186 -0.6508
H -3.9785 -0.5612 -0.2263
H -3.1178 0.7943 0.5385
H -2.3438 0.5239 -3.1895
H -1.0290 1.2955 -2.2714


No. 4
123
Properties=species:S:1:pos:R:3 method="wB97M-V/def2-TZVPD" multiplicity=1 homo_ev=-6.1 gap_ev=6.12 e_tot_ha=-6585.15300 relative_energy_kcal_mol=14.71
Ca -1.5503 -1.6494 0.8381
O 0.9906 -7.2225 -0.7372
C 0.6014 -6.3915 0.2485
O 0.0703 -6.8129 1.2378
C 0.8796 -4.9412 0.0529
C 2.0475 -4.2578 0.3045
N 1.7565 -2.9546 0.1954
N 0.4675 -2.7365 -0.0992
C -0.0806 -3.9452 -0.2019
C -1.5731 -4.1392 -0.5302
O -1.8179 -4.6687 -1.6021
O -2.3568 -3.7132 0.3840
H 1.2827 -6.6887 -1.4865
H 3.0364 -4.5980 0.5640
H 2.3355 -2.1530 0.3956
C 2.2130 -3.0318 5.1797
O 1.8823 -2.0968 4.1546
C 0.8364 -2.3273 3.3436
O 0.6276 -1.5706 2.4198
N 0.0730 -3.4175 3.6049
N -0.9635 -3.6591 2.7053
H 3.1408 -2.6757 5.6162
H 2.3681 -4.0304 4.7683
H 1.4453 -3.0529 5.9560
H 0.1832 -3.9722 4.4366
H -1.8680 -3.4906 3.1387
H -0.9398 -4.5934 2.3115
O -3.1562 -2.1279 3.6896
C -2.7235 -1.2775 4.7568
C -3.5491 -0.0041 4.8000
C -3.3926 0.8640 3.5434
C -2.0588 1.5488 3.4805
C -1.9093 2.8770 3.8672
C -0.6543 3.4559 3.8330
C 0.4225 2.6852 3.4291
C 0.1897 1.3705 3.0602
N -1.0207 0.8063 3.0645
H -4.1194 -2.1696 3.6770
H -1.6805 -1.0488 4.5356
H -2.7683 -1.8036 5.7157
H -3.2744 0.5569 5.6989
H -4.6065 -0.2701 4.9059
H -4.1940 1.6024 3.5039
H -3.4937 0.2320 2.6575
H -2.7771 3.4407 4.1838
H -0.5172 4.4892 4.1256
H 1.4261 3.0876 3.3948
H 1.0026 0.7309 2.7489
C -4.4736 -1.5311 -1.7753
Si -4.0701 -0.6686 -0.1208
C -5.4678 -1.3111 1.0280
C -4.6516 1.1399 -0.4073
C -4.1520 2.1839 0.3784
C -4.6474 3.4800 0.2998
C -5.6622 3.7788 -0.5978
C -6.1568 2.7733 -1.4178
C -5.6591 1.4803 -1.3184
H -5.5522 -1.6151 -1.9428
H -4.0651 -2.5454 -1.7932
H -4.0418 -0.9879 -2.6221
H -6.4542 -1.1498 0.5811
H -5.4575 -0.7888 1.9910
H -5.3524 -2.3830 1.2155
H -3.3321 1.9808 1.0614
H -4.2383 4.2573 0.9357
H -6.0555 4.7852 -0.6655
H -6.9374 2.9986 -2.1348
H -6.0678 0.7146 -1.9688
C 5.4981 3.1987 -0.5288
C 4.1399 2.6985 -0.0058
C 4.3640 2.0383 1.3647
C 3.2397 3.9170 0.2488
Si 3.3173 1.5253 -1.2755
Br 1.6623 0.5235 -0.0967
C 4.4289 0.0733 -1.8485
C 5.2280 -0.4840 -0.6619
C 5.4273 0.5429 -2.9217
C 3.6256 -1.1003 -2.4393
C 2.4182 2.4186 -2.7058
C 1.1491 3.1553 -2.2441
C 3.3497 3.4434 -3.3777
C 1.9621 1.4015 -3.7643
H 5.8950 3.9464 0.1656
H 5.4304 3.6700 -1.5096
H 6.2349 2.3977 -0.5962
H 4.7989 2.7848 2.0376
H 5.0464 1.1928 1.3355
H 3.4285 1.6958 1.8075
H 3.6981 4.5272 1.0339
H 2.2431 3.6288 0.5900
H 3.1299 4.5518 -0.6285
H 5.9461 0.2318 -0.2645
H 5.7958 -1.3569 -0.9993
H 4.5817 -0.8026 0.1600
H 6.0750 1.3497 -2.5765
H 4.9282 0.8810 -3.8290
H 6.0730 -0.2963 -3.2010
H 2.7955 -1.4129 -1.8065
H 4.3008 -1.9545 -2.5550
H 3.2151 -0.8803 -3.4212
H 1.3386 3.9541 -1.5320
H 0.4258 2.4743 -1.7962
H 0.6806 3.6063 -3.1249
H 3.6029 4.2698 -2.7142
H 2.8387 3.8703 -4.2467
H 4.2837 3.0059 -3.7334
H 1.3479 0.6059 -3.3354
H 2.7954 0.9455 -4.2968
H 1.3517 1.9239 -4.5079
F -3.0241 -0.2634 -6.3860
C -1.9555 0.3860 -5.8930
F -2.2115 1.7016 -5.9679
F -0.9218 0.1311 -6.7217
C -1.6449 -0.0556 -4.4855
C -1.7435 0.8217 -3.4226
C -1.4463 0.3389 -2.1583
N -1.0723 -0.9159 -1.9156
C -1.0018 -1.7556 -2.9498
C -1.2726 -1.3685 -4.2520
H -2.0546 1.8471 -3.5586
H -1.5311 0.9939 -1.2981
H -0.7462 -2.7843 -2.7294
H -1.2038 -2.0866 -5.0575